1.
Molecular formula: C2H10N2S2
Method: DFT, ωB97M-V with the def2-TZVPD basis set

The geometry in ORCA input format:
```
! wB97M-V def2-TZVPD RIJCOSX def2/J DEFGRID3
* xyz 0 1
C 1.2816 0.2167 1.3778
S 1.7030 -1.0952 0.1916
S 1.9849 -0.0392 -1.5596
H 0.4701 -0.0482 2.0452
H 1.0719 1.1235 0.8221
H 2.1436 0.3731 2.0162
H 0.6940 0.2505 -1.7971
N -3.1831 0.8272 -0.7412
C -2.2747 0.4353 0.3249
N -2.8360 0.4633 1.6637
H -4.0607 0.3494 -0.5464
H -3.4254 1.8040 -0.5566
H -1.8831 -0.5388 0.0498
H -1.3717 1.0600 0.3076
H -2.3398 -0.1095 2.3291
H -2.9437 1.3880 2.0517
*
```

The HOMO-LUMO gap comes out at 9.479 eV. The total energy comes out at -26886.51550 eV. As for the SMILES: CSS.NCN. The LUMO energy comes out at 0.55 eV. Its largest force on an atom is 1.1 eV/A. For the energy above the lowest of the compared OMol25 structures with the same formula, charge and spin, the calculation gives 0.372 eV.

2.
Molecular formula: CH4ClN2
Method: DFT, ωB97M-V with the def2-TZVPD basis set

The geometry in ORCA input format:
```
! wB97M-V def2-TZVPD RIJCOSX def2/J DEFGRID3
* xyz 1 1
C -1.1541 -0.4482 0.2810
N 0.0206 -0.9350 0.3418
N -2.0033 0.3541 0.2228
Cl 2.5713 0.6082 -0.7376
H 0.7850 -0.2280 -0.0547
H 0.4844 -1.8471 0.7340
H -2.8796 0.6838 -0.0687
H 2.1757 1.8122 -0.7187
*
```

The HOMO-LUMO gap comes out at 11.466 eV. The total energy comes out at -16596.04368 eV. The LUMO energy comes out at -4.87 eV. Its largest force on an atom is 3.2 eV/A. For the energy above the lowest of the compared OMol25 structures with the same formula, charge and spin, the calculation gives 2.132 eV.

3.
Molecular formula: C5H14
Method: DFT, ωB97M-V with the def2-TZVPD basis set

The geometry in ORCA input format:
```
! wB97M-V def2-TZVPD RIJCOSX def2/J DEFGRID3
* xyz 0 1
C 1.0385 -1.6710 2.4852
C 0.1644 -0.4368 2.0259
H 1.2639 -2.4280 1.6450
H 1.8234 -1.5265 3.1944
H 0.4581 -2.1410 3.3464
H 0.0121 0.1508 2.8582
H -0.7341 -0.6978 1.4144
H 0.8277 0.1712 1.3796
C 0.0132 1.1816 -1.8132
C -0.2167 -0.1868 -2.5042
C -0.9684 1.4653 -0.6460
H 1.1462 1.3247 -1.7497
H -0.2917 1.8685 -2.7102
H 0.7398 -0.6254 -2.7423
H -0.7620 0.8323 0.2284
H -0.7885 -0.0905 -3.4434
H -0.7659 -0.8528 -1.8288
H -0.8868 2.4222 -0.2511
H -2.0732 1.2402 -0.8887
*
```

The HOMO-LUMO gap comes out at 11.785 eV. The total energy comes out at -5410.53531 eV. As for the SMILES: CCC.CC. The LUMO energy comes out at 1.06 eV. Its largest force on an atom is 3.9 eV/A. For the energy above the lowest of the compared OMol25 structures with the same formula, charge and spin, the calculation gives 1.514 eV.